[1]
ORCA calculation (ωB97M-V/def2-TZVPD) on a molecular structure, C51H42FN6O8PRbS in a non-equilibrium geometry.

Output
* Kohn-Sham gap (alpha / beta): 3.81 / 4.46 eV
* LUMO (alpha / beta): 0.050 / 0.043 Eh
* total charge: -1
* E_HOMO (alpha / beta): -2.44 / -3.30 eV
* max |F|: 3.9 eV/A

Cartesian coordinates (Å):
Rb (9.07733, -18.80738, 7.11880)
O (6.86838, -11.18669, 7.67265)
C (6.12360, -12.17638, 7.48934)
O (4.95719, -12.23071, 7.08930)
C (6.76531, -13.47595, 7.61623)
C (6.06373, -14.61022, 7.97328)
C (6.66511, -15.90453, 7.93185)
N (7.98404, -16.09048, 7.67792)
C (8.67992, -14.96853, 7.43143)
C (8.15346, -13.64458, 7.45061)
C (10.07662, -15.01702, 7.02811)
C (10.92660, -13.87620, 7.19650)
C (12.16897, -13.86372, 6.59042)
C (12.63110, -14.98606, 5.91665)
C (11.79901, -16.11754, 5.93445)
N (10.55451, -16.14475, 6.44239)
C (5.72702, -17.00011, 8.23523)
C (4.33996, -16.75187, 8.28950)
C (3.46013, -17.71953, 8.71227)
C (4.00785, -19.00665, 8.95905)
C (5.37101, -19.20805, 8.73072)
N (6.23313, -18.21862, 8.41558)
H (5.06335, -14.45695, 8.37783)
H (8.80019, -12.80642, 7.23540)
H (10.59473, -12.99459, 7.81261)
H (12.80357, -12.96282, 6.62971)
H (13.62981, -15.05154, 5.49326)
H (12.19361, -17.02333, 5.46587)
H (3.96253, -15.81256, 7.91704)
H (2.43152, -17.45323, 8.84521)
H (3.43160, -19.88812, 9.36255)
H (5.81867, -20.16619, 8.98265)
O (11.36128, -16.59173, 9.54656)
S (11.07891, -17.69411, 10.45709)
O (11.42568, -19.07847, 9.57399)
O (9.74729, -17.88887, 10.95656)
C (12.49204, -17.84446, 11.72429)
C (12.62851, -17.13720, 12.91415)
C (13.69637, -17.31799, 13.79630)
C (14.69506, -18.23554, 13.45652)
C (14.57010, -18.99927, 12.26029)
C (13.48348, -18.76459, 11.35905)
P (12.96923, -19.68756, 9.85666)
C (14.15582, -19.45206, 8.53770)
C (13.77779, -19.34494, 7.21512)
C (14.67070, -18.81066, 6.26337)
C (15.99701, -18.54085, 6.59411)
C (16.43624, -18.84566, 7.88943)
C (15.53806, -19.43570, 8.78586)
C (12.61325, -21.33717, 10.23945)
C (11.32820, -21.79620, 10.59750)
C (11.23576, -23.10806, 11.03751)
C (12.36477, -23.97359, 11.05365)
C (13.61755, -23.43537, 10.81298)
C (13.74751, -22.12751, 10.35537)
H (11.88192, -16.39774, 13.07027)
H (13.74020, -16.68205, 14.71042)
H (15.51410, -18.41025, 14.12229)
H (15.27171, -19.80377, 12.04998)
H (12.76747, -19.58669, 6.88419)
H (14.26864, -18.55260, 5.31251)
H (16.63684, -18.11896, 5.82013)
H (17.45003, -18.60102, 8.24656)
H (15.89926, -19.78109, 9.76620)
H (10.43429, -21.19121, 10.37629)
H (10.32343, -23.46833, 11.40026)
H (12.23715, -24.98687, 11.47163)
H (14.52666, -23.98940, 11.00036)
H (14.75178, -21.67168, 10.13071)
F (14.92736, -23.33286, 6.96562)
C (13.79421, -23.62077, 6.25413)
C (12.67454, -22.89802, 6.50322)
C (11.51706, -23.04333, 5.68517)
C (10.39166, -22.07808, 5.77117)
O (10.59971, -20.98776, 6.37405)
C (9.17704, -22.50621, 5.06030)
C (9.25906, -23.52613, 4.16970)
N (10.44414, -24.22908, 3.87880)
C (10.38757, -25.07377, 2.69407)
C (9.73219, -24.52707, 1.49943)
C (11.22281, -24.72643, 1.52841)
C (11.56291, -24.06222, 4.69613)
C (12.71434, -24.86693, 4.49485)
C (13.84405, -24.71519, 5.32281)
N (15.03559, -25.40722, 5.13293)
C (15.68547, -26.00858, 6.31012)
C (17.18254, -26.14280, 6.09018)
N (17.45754, -26.94159, 4.81911)
C (16.74985, -26.34188, 3.59556)
C (15.23231, -26.15039, 3.90937)
C (7.84739, -21.84536, 5.22982)
O (6.88866, -22.31464, 4.53211)
O (7.70392, -20.87018, 6.05398)
H (12.63054, -22.13562, 7.26059)
H (8.38774, -23.77103, 3.54864)
H (10.24149, -26.19017, 2.76585)
H (9.42740, -23.46752, 1.53095)
H (9.21473, -25.26805, 0.87927)
H (11.88325, -23.84570, 1.49177)
H (11.52959, -25.68985, 1.05581)
H (12.73082, -25.60494, 3.71210)
H (15.20250, -26.95692, 6.55664)
H (15.55533, -25.37425, 7.21243)
H (17.66538, -26.64200, 6.94217)
H (17.62704, -25.14885, 5.90359)
H (17.25103, -27.94304, 4.96008)
H (18.45206, -26.87975, 4.62851)
H (16.98361, -27.00966, 2.72445)
H (17.25052, -25.36972, 3.45987)
H (14.77135, -27.13218, 3.99176)
H (14.84993, -25.64175, 3.02610)

Atom charges from the Mulliken analysis, given in e for atoms 1 to 99:
1 Rb 0.622
2 O -0.754
3 C 0.377
4 O -0.715
5 C -0.423
6 C -0.827
7 C 0.923
8 N 0.054
9 C 0.679
10 C -1.083
11 C 0.638
12 C -0.602
13 C -0.485
14 C -0.706
15 C -0.057
16 N 0.046
17 C 0.037
18 C -0.798
19 C -0.489
20 C -0.574
21 C -0.182
22 N 0.119
23 H 0.341
24 H 0.594
25 H 0.428
26 H 0.347
27 H 0.395
28 H 0.346
29 H 0.463
30 H 0.454
31 H 0.271
32 H 0.362
33 O -0.399
34 S 1.074
35 O 0.256
36 O -0.607
37 C 0.063
38 C -0.577
39 C -0.775
40 C -0.563
41 C -0.792
42 C 0.502
43 P 0.103
44 C 0.711
45 C 0.344
46 C -1.013
47 C -0.516
48 C -0.877
49 C -0.443
50 C 0.949
51 C -0.430
52 C -0.736
53 C -0.628
54 C -0.576
55 C -0.227
56 H 0.544
57 H 0.328
58 H 0.434
59 H 0.314
60 H 0.417
61 H 0.531
62 H 0.422
63 H 0.360
64 H 0.144
65 H 0.416
66 H 0.505
67 H 0.382
68 H 0.425
69 H 0.088
70 F -0.393
71 C 0.116
72 C -0.188
73 C -0.275
74 C 0.812
75 O -0.359
76 C -0.185
77 C -0.487
78 N 0.205
79 C -0.328
80 C -0.954
81 C -0.353
82 C -0.082
83 C -0.386
84 C -0.663
85 N 0.486
86 C -0.462
87 C -1.841
88 N -0.912
89 C -1.685
90 C -0.703
91 C 0.039
92 O -0.798
93 O -0.550
94 H 0.788
95 H 0.762
96 H 0.265
97 H 0.373
98 H 0.263
99 H 0.232


[2]
ORCA calculation (ωB97M-V/def2-TZVPD) on a molecular structure, C51H43AlF6N8O2PSb in a non-equilibrium geometry.

Output
* Kohn-Sham gap (alpha / beta): 5.03 / 4.45 eV
* LUMO (alpha / beta): -0.364 / -0.385 Eh
* spin multiplicity: 2
* total charge: +3
* E_HOMO (alpha / beta): -14.93 / -14.93 eV
* max |F|: 1.4 eV/A

Cartesian coordinates (Å):
Al (-0.20443, 0.26398, 0.31892)
C (-0.60186, -4.54320, -1.88573)
N (-0.50062, -3.58292, -0.77819)
C (-0.08090, -2.30932, -0.88718)
N (-0.04242, -1.71409, 0.31754)
C (-0.50908, -2.61979, 1.22448)
C (-0.77817, -3.83682, 0.54052)
C (-1.20640, -5.07873, 1.10172)
C (-2.13929, -5.91331, 0.44553)
C (-2.54144, -7.08512, 1.03843)
C (-2.00385, -7.46837, 2.27227)
C (-1.07628, -6.66415, 2.92782)
C (-0.68880, -5.47004, 2.36215)
C (-0.79741, -2.32364, 2.60063)
C (0.09793, -1.56095, 3.36975)
C (-0.18536, -1.31860, 4.69641)
C (-1.37530, -1.78857, 5.25513)
C (-2.28381, -2.51111, 4.49059)
C (-1.99730, -2.79566, 3.16984)
P (0.34205, -1.50381, -2.51218)
C (-0.70064, -0.01414, -2.41708)
N (-0.72427, 0.90896, -1.43994)
C (-1.51198, 1.95509, -1.89183)
C (-1.95717, 1.63907, -3.15821)
N (-1.44501, 0.39835, -3.44946)
C (-1.70226, -0.33455, -4.69392)
C (-2.77311, 2.37184, -4.15050)
C (-4.16457, 2.34260, -4.07879)
C (-4.91385, 3.01680, -5.03190)
C (-4.28017, 3.71754, -6.04942)
C (-2.89464, 3.74532, -6.12149)
C (-2.13901, 3.07087, -5.17406)
C (-1.67220, 3.21314, -1.14468)
C (-2.70733, 4.10313, -1.43481)
C (-2.84210, 5.28382, -0.71891)
C (-1.95619, 5.59817, 0.30078)
C (-0.92186, 4.72039, 0.59555)
C (-0.77968, 3.54806, -0.12789)
C (1.82690, -0.69080, -1.83147)
N (1.71356, 0.05840, -0.75209)
C (2.97470, 0.44206, -0.41909)
C (3.87216, -0.05910, -1.32508)
N (3.11928, -0.78362, -2.22053)
C (3.64478, -1.48433, -3.39432)
C (5.33059, 0.12026, -1.38230)
C (6.19251, -0.96288, -1.20259)
C (7.56385, -0.76142, -1.20579)
C (8.07732, 0.51623, -1.39160)
C (7.22282, 1.59563, -1.57951)
C (5.85042, 1.39963, -1.57526)
C (3.17273, 1.11039, 0.92086)
C (3.01667, 2.58912, 0.78492)
C (4.00077, 3.45584, 1.12843)
C (5.17848, 2.95131, 1.71238)
C (5.42292, 1.57433, 1.90393)
C (4.47672, 0.68966, 1.52407)
H (0.11821, -4.27271, -2.65194)
H (-0.36537, -5.53304, -1.50612)
H (-1.60566, -4.51355, -2.29813)
H (-2.59802, -5.59099, -0.47743)
H (-3.28414, -7.70707, 0.55859)
H (-2.31743, -8.40114, 2.72216)
H (-0.65719, -6.97826, 3.87325)
H (0.05110, -4.85355, 2.85307)
H (1.02591, -1.21738, 2.93400)
H (0.51762, -0.77108, 5.30982)
H (-1.59298, -1.58617, 6.29559)
H (-3.21357, -2.84949, 4.92638)
H (-2.71153, -3.32366, 2.55148)
H (-2.63298, 0.03821, -5.11089)
H (-0.89532, -0.16326, -5.40346)
H (-1.80983, -1.39075, -4.46782)
H (-4.65421, 1.78705, -3.29116)
H (-5.99394, 2.99190, -4.98245)
H (-4.86899, 4.24321, -6.78881)
H (-2.40333, 4.29335, -6.91371)
H (-1.05681, 3.09779, -5.22304)
H (-3.42355, 3.88194, -2.21226)
H (-3.65061, 5.95898, -0.96487)
H (-2.06911, 6.51834, 0.85748)
H (-0.22223, 4.94800, 1.38982)
H (0.04170, 2.89147, 0.13348)
H (4.46227, -0.90139, -3.81030)
H (4.00873, -2.47135, -3.11766)
H (2.85599, -1.57653, -4.13620)
H (5.79075, -1.95803, -1.05079)
H (8.23347, -1.59908, -1.06672)
H (9.14816, 0.66845, -1.40173)
H (7.62848, 2.58383, -1.74976)
H (5.17831, 2.23285, -1.74672)
H (2.08600, 2.94746, 0.36734)
H (3.88029, 4.52196, 0.99823)
H (5.93265, 3.65720, 2.04550)
H (6.34816, 1.25223, 2.36004)
H (4.60707, -0.37558, 1.67422)
N (-3.59150, 1.79893, 1.99746)
C (-2.78532, 1.88270, 3.11121)
C (-1.58855, 1.38041, 2.73611)
N (-1.65702, 0.98901, 1.40220)
C (-2.89774, 1.26106, 1.00304)
H (-4.56048, 2.07324, 1.93765)
H (-3.13445, 2.28370, 4.04510)
H (-0.68135, 1.28555, 3.29880)
H (-3.30749, 1.08440, 0.02578)
F (-2.32848, -0.99974, -0.26843)
Sb (-3.84773, -1.95905, -1.00285)
F (-4.23366, -0.36434, -1.93041)
F (-4.82919, -1.37030, 0.48133)
F (-5.24586, -2.91437, -1.75478)
F (-3.19675, -3.45718, -0.03432)
F (-2.63340, -2.43323, -2.40355)
O (0.89449, 1.07547, 1.55631)
O (2.20058, 0.54499, 1.81405)

Atom charges from the Mulliken analysis, given in e for atoms 1 to 99:
1 Al -2.618
2 C -1.121
3 N 0.590
4 C -0.195
5 N 0.620
6 C 0.150
7 C 0.257
8 C 1.352
9 C -0.418
10 C -0.973
11 C -0.437
12 C -0.948
13 C -0.290
14 C 0.276
15 C -0.144
16 C -0.554
17 C -0.552
18 C -1.031
19 C -0.250
20 P -0.414
21 C -0.104
22 N 1.370
23 C 0.168
24 C 0.764
25 N 0.759
26 C -0.921
27 C -1.219
28 C 0.040
29 C -0.835
30 C -0.473
31 C -0.856
32 C -0.086
33 C 0.904
34 C -0.714
35 C -0.957
36 C -0.893
37 C -0.363
38 C 1.017
39 C -0.890
40 N 0.454
41 C -1.168
42 C 0.807
43 N 0.371
44 C -0.979
45 C -0.090
46 C -0.142
47 C -0.877
48 C -0.451
49 C -0.908
50 C -0.140
51 C 3.293
52 C -0.310
53 C -1.051
54 C -0.396
55 C -0.836
56 C -1.144
57 H 0.373
58 H 0.503
59 H 0.339
60 H 0.400
61 H 0.473
62 H 0.453
63 H 0.485
64 H 0.574
65 H 0.478
66 H 0.509
67 H 0.466
68 H 0.521
69 H 0.555
70 H 0.373
71 H 0.302
72 H 0.409
73 H 0.629
74 H 0.466
75 H 0.437
76 H 0.444
77 H 0.503
78 H 0.429
79 H 0.497
80 H 0.450
81 H 0.509
82 H -0.516
83 H 0.366
84 H 0.334
85 H 0.420
86 H 0.498
87 H 0.451
88 H 0.473
89 H 0.490
90 H 0.572
91 H 0.197
92 H 0.580
93 H 0.507
94 H 0.591
95 H 0.503
96 N 0.137
97 C -1.107
98 C -0.383
99 N 1.195


Q: Which value of total charge does entry 1 give?
A: -1


Q: Which formula does entry 2 have?
A: C51H43AlF6N8O2PSb


Q: The highest max |F| belongs to which entry?
A: C51H42FN6O8PRbS


Q: Which of these has the highest max |F|?
A: C51H42FN6O8PRbS